No. 1
A cluster of 13 separate species, C52H78O39 in total in a non-equilibrium geometry, computed with wB97M-V/def2-TZVPD.

```
! wB97M-V def2-TZVPD RIJCOSX def2/J DEFGRID3
* xyz 0 1
C -1.0323 4.7040 3.6188
C -1.6911 5.3782 4.8113
C -0.8450 6.3951 5.5034
O -1.5630 7.7103 5.4653
C -2.7242 7.5457 4.8306
O -3.5906 8.4790 4.8359
O -2.7969 6.2711 4.3392
H -0.2602 4.0738 4.0602
H -0.3303 5.3626 3.1074
H -1.6690 4.2524 2.8581
H -2.0112 4.5665 5.4646
H 0.1403 6.6327 5.1023
H -0.6180 6.2355 6.5575
C 3.2419 -3.8371 4.6032
C 2.3937 -3.2890 3.5001
C 1.2883 -4.3179 3.0197
O 0.0485 -3.5988 3.1177
C 0.2560 -2.4955 3.8432
O -0.6339 -1.7337 4.2164
O 1.5868 -2.3407 4.0985
H 2.6797 -3.9846 5.5253
H 4.0162 -3.1664 4.9758
H 3.5270 -4.8303 4.2560
H 2.9879 -2.9306 2.6595
H 1.2730 -5.0368 3.8389
H 1.6400 -4.5995 2.0272
C -0.0322 0.9717 1.9962
C 0.2278 -0.1386 0.9688
C -0.9730 -1.0116 0.7802
O -1.2709 -0.9897 -0.5901
C -0.5821 -0.0040 -1.2495
O -0.6638 0.2110 -2.4824
O 0.4124 0.2998 -0.3880
H 0.9857 1.2831 2.2307
H -0.2844 0.6458 3.0052
H -0.7189 1.8042 1.8431
H 1.1277 -0.7264 1.1497
H -1.8106 -0.7477 1.4259
H -0.5801 -1.9657 1.1314
C 1.0629 -2.4739 -7.1673
C 0.8727 -2.9045 -5.7229
C -0.1906 -2.2706 -4.9174
O -0.8795 -3.3665 -4.3346
C -0.3400 -4.4636 -4.7986
O -0.5888 -5.5929 -4.4189
O 0.5899 -4.2404 -5.6359
H 0.2565 -2.6361 -7.8826
H 1.9660 -3.0537 -7.3580
H 1.2282 -1.4218 -7.3993
H 1.7958 -2.8395 -5.1469
H -0.8928 -1.6143 -5.4315
H 0.3028 -1.7043 -4.1274
C 8.0101 0.1355 0.3735
C 7.0929 0.8015 1.4328
C 6.6886 2.2491 1.2203
O 5.3237 2.1427 1.1708
C 4.8664 0.8453 1.2694
O 3.6403 0.6338 1.2775
O 5.8618 0.0223 1.4420
H 8.2801 -0.8702 0.6959
H 8.8569 0.7396 0.0479
H 7.3244 -0.0517 -0.4528
H 7.6126 0.8784 2.3878
H 6.9202 2.7678 0.2900
H 7.1951 2.7568 2.0412
C -0.7718 -4.6761 -1.2039
C -2.1570 -5.0188 -1.6547
C -2.9626 -6.1846 -1.0499
O -4.2926 -5.5997 -0.8533
C -4.2088 -4.3091 -0.9028
O -5.1592 -3.6171 -0.5394
O -2.9317 -3.8885 -1.3824
H -0.0009 -5.4166 -1.4172
H -0.6936 -4.5466 -0.1245
H -0.4832 -3.6770 -1.5305
H -2.2469 -5.0764 -2.7394
H -2.4631 -6.6115 -0.1802
H -3.0678 -6.9178 -1.8497
C 0.7511 1.2919 -5.2255
C -0.1415 1.8198 -6.3675
C -1.2901 2.7693 -5.8579
O -1.1737 3.9119 -6.7428
C -0.1290 3.7399 -7.6093
O 0.2077 4.4252 -8.4804
O 0.6352 2.6394 -7.2450
H 1.5625 0.7526 -5.7142
H 0.1731 0.5219 -4.7146
H 1.1535 2.1125 -4.6316
H -0.6362 1.0224 -6.9220
H -1.1724 2.7561 -4.7743
H -2.2677 2.3072 -5.9953
C 3.3345 -1.8913 -1.5815
C 4.1578 -1.3451 -2.7206
C 5.4753 -0.7749 -2.2818
O 6.3001 -1.5794 -3.1524
C 5.6422 -2.5090 -3.9024
O 5.9947 -3.2384 -4.7894
O 4.4263 -2.4670 -3.5390
H 3.0895 -1.0503 -0.9328
H 3.8557 -2.6136 -0.9532
H 2.4810 -2.4946 -1.8909
H 3.6227 -0.6445 -3.3617
H 5.7439 -0.9783 -1.2452
H 5.5840 0.2910 -2.4822
C -5.2152 -0.2896 0.2412
C -4.2158 0.8126 0.4978
C -4.6729 2.2574 0.3341
O -4.3883 3.0314 1.4561
C -3.7697 2.2558 2.3687
O -3.4181 2.5228 3.4524
O -3.7888 0.9407 1.8558
H -5.1905 -0.5486 -0.8173
H -6.2246 -0.1291 0.6199
H -4.8945 -1.1686 0.8003
H -3.3733 0.6492 -0.1742
H -5.7475 2.1823 0.1680
H -4.2162 2.5995 -0.5946
C -5.2183 -1.6679 3.7765
C -3.9527 -2.4719 3.4333
C -3.4722 -3.1962 4.7137
O -3.5363 -4.5403 4.3618
C -4.0248 -4.7186 3.1789
O -4.1912 -5.7204 2.5390
O -4.4313 -3.5869 2.7031
H -5.5717 -1.2503 2.8337
H -4.9274 -0.8147 4.3893
H -6.0122 -2.2193 4.2804
H -3.0547 -2.1398 2.9123
H -4.1248 -3.0600 5.5760
H -2.4246 -3.0851 4.9935
C 3.5777 4.2929 -0.4908
C 2.2253 3.8055 0.0736
C 1.3436 4.9715 0.5383
O 0.1104 4.8108 -0.1066
C 0.2061 3.8950 -0.9698
O -0.8072 3.6232 -1.6923
O 1.3788 3.3331 -0.9457
H 3.9544 3.4890 -1.1232
H 4.3228 4.4097 0.2961
H 3.4720 5.2759 -0.9499
H 2.4972 3.0700 0.8307
H 1.8877 5.9051 0.3951
H 1.3179 4.8263 1.6183
C 2.9811 2.7920 3.7822
C 2.5998 1.7298 4.7889
C 3.1746 1.9937 6.1700
O 2.0379 2.4736 6.8443
C 0.8810 2.2125 6.2003
O -0.2656 2.3271 6.5961
O 1.1622 1.8531 4.9788
H 4.0084 3.1328 3.9113
H 2.3562 3.6613 3.9867
H 2.7041 2.5871 2.7481
H 2.9959 0.7667 4.4671
H 4.0422 2.6508 6.2306
H 3.4190 1.0185 6.5912
C -3.5613 -0.0028 -3.5737
C -4.8882 -0.2043 -4.4342
C -4.8936 -1.5845 -5.2334
O -6.0931 -2.2083 -4.7329
C -6.6773 -1.4498 -3.8031
O -7.7568 -1.7553 -3.3583
O -6.0283 -0.3390 -3.5272
H -2.6390 0.0223 -4.1540
H -3.5786 -0.8156 -2.8477
H -3.5305 0.9431 -3.0329
H -4.9573 0.6313 -5.1307
H -3.9815 -2.0743 -4.8923
H -4.8888 -1.4959 -6.3198
*
```

Results
HOMO-LUMO gap	9.3206	eV
energy relative to the best compared isomer or geometry (same formula, charge and spin)	987.6	kJ/mol

=====

No. 2
A cluster of 13 separate species, C52H78O39 in total in a non-equilibrium geometry, computed with wB97M-V/def2-TZVPD.

```
! wB97M-V def2-TZVPD RIJCOSX def2/J DEFGRID3
* xyz 0 1
C 7.2199 -4.5488 0.2254
C 6.7611 -3.5411 1.2237
C 6.7393 -2.1996 0.5687
O 5.4803 -1.9664 0.1978
C 4.6816 -2.6426 0.8891
O 3.5038 -2.3515 0.9808
O 5.4033 -3.7167 1.4561
H 6.6144 -4.7750 -0.6523
H 6.9873 -5.5462 0.5986
H 8.2966 -4.4752 0.0727
H 7.2710 -3.5303 2.1871
H 7.4815 -2.1172 -0.2253
H 6.7174 -1.2998 1.1836
C -6.6183 4.4704 2.2685
C -5.6640 3.7500 3.2614
C -6.1103 2.4028 3.5841
O -5.3282 1.5135 2.8883
C -4.3603 2.2475 2.2697
O -3.4526 1.6831 1.6923
O -4.4518 3.5445 2.5594
H -6.7871 3.8613 1.3805
H -6.1848 5.3889 1.8728
H -7.5231 4.7050 2.8293
H -5.4393 4.3991 4.1078
H -7.1543 2.1496 3.3997
H -5.8667 2.2608 4.6369
C -2.6941 -3.7452 -1.7982
C -3.7605 -4.7844 -1.7176
C -4.6763 -5.0140 -2.7957
O -4.8484 -6.3853 -2.8575
C -3.7869 -6.9612 -2.4615
O -3.4279 -8.0571 -2.6018
O -3.0807 -6.1048 -1.7087
H -2.2333 -3.5897 -0.8227
H -3.0699 -2.7794 -2.1359
H -1.8692 -4.0283 -2.4519
H -4.3178 -4.6547 -0.7898
H -4.3905 -4.6318 -3.7757
H -5.6445 -4.5709 -2.5623
C -1.1490 0.0337 -0.6009
C 0.1098 0.7441 -0.1849
C 1.0778 -0.1255 0.5914
O 2.3611 0.2661 0.1153
C 2.1941 0.8425 -1.1224
O 3.0484 1.0444 -1.9911
O 0.7978 0.8365 -1.4558
H -1.8944 0.3714 0.1192
H -0.9719 -1.0411 -0.6396
H -1.5429 0.0743 -1.6164
H -0.0742 1.7363 0.2272
H 0.9037 -1.2002 0.5369
H 1.0614 0.1438 1.6475
C 4.5520 3.4699 -0.6846
C 5.0996 4.9174 -0.5700
C 5.8825 5.3838 0.5919
O 7.0477 6.0541 0.1654
C 7.0990 5.8239 -1.1730
O 7.9620 6.2015 -1.9122
O 6.0634 4.9407 -1.5467
H 4.5840 3.0021 -1.6686
H 3.4802 3.5605 -0.5079
H 5.2033 2.6763 -0.3185
H 4.2970 5.5920 -0.8682
H 6.0586 4.4702 1.1597
H 5.3196 6.0328 1.2626
C -3.9792 1.4286 -6.0154
C -2.3726 1.4901 -5.7654
C -1.9302 1.6888 -4.3153
O -1.4006 0.3770 -4.0161
C -1.4787 -0.4332 -5.1035
O -1.0543 -1.5565 -5.1816
O -2.2477 0.0620 -6.0028
H -4.3106 1.3852 -7.0529
H -4.4087 2.4147 -5.8386
H -4.4599 0.6792 -5.3866
H -1.7933 2.1165 -6.4438
H -2.9147 1.8710 -3.8843
H -1.2160 2.4900 -4.1257
C -1.3971 3.5844 -1.1604
C -2.2133 4.2013 -0.0575
C -1.6490 5.5261 0.3650
O -2.3207 6.4034 -0.5855
C -3.5220 5.7774 -0.9939
O -4.4491 6.3325 -1.4227
O -3.5434 4.5674 -0.3961
H -0.3386 3.7167 -0.9362
H -1.5122 4.1393 -2.0916
H -1.5195 2.5084 -1.2843
H -2.0073 3.6189 0.8405
H -0.5672 5.6282 0.2786
H -1.9651 5.8100 1.3689
C -7.3931 -1.2642 0.4354
C -7.0946 -0.3772 -0.9074
C -6.6593 1.0259 -0.5623
O -5.2445 0.9510 -0.8542
C -4.9681 -0.1710 -1.5796
O -3.9195 -0.4465 -2.0541
O -6.0281 -0.9551 -1.6199
H -7.9972 -0.7971 1.2132
H -6.4616 -1.6605 0.8395
H -7.9158 -2.1481 0.0699
H -8.0942 -0.2955 -1.3342
H -6.8585 1.0935 0.5072
H -7.0944 1.7217 -1.2798
C -4.4385 -3.8107 3.0577
C -3.3267 -3.5563 1.9645
C -3.0573 -2.0876 1.6450
O -1.7154 -1.9500 1.9969
C -1.2623 -3.0832 2.5887
O -0.0556 -3.3287 2.7958
O -2.2456 -4.0559 2.6135
H -4.3323 -3.7780 4.1420
H -4.6731 -4.8742 3.1037
H -5.2869 -3.2033 2.7423
H -3.4556 -3.9996 0.9771
H -3.6976 -1.4855 2.2896
H -3.1551 -1.8571 0.5841
C -1.5668 4.7072 4.4466
C -0.1839 4.1245 4.3543
C 0.0427 2.6304 4.2120
O 0.2393 2.4699 2.7749
C 0.6763 3.6773 2.3345
O 1.1262 3.9315 1.2008
O 0.3412 4.6713 3.2245
H -1.4222 5.7665 4.6590
H -2.1030 4.3748 5.3355
H -2.2205 4.7631 3.5762
H 0.3823 4.5978 5.1565
H -0.7291 1.9546 4.5805
H 1.0757 2.5494 4.5502
C 0.7922 -2.9942 -2.6887
C 1.7454 -3.2958 -1.5285
C 1.3856 -4.2789 -0.3908
O 2.2882 -5.3580 -0.6522
C 3.1649 -5.1656 -1.6605
O 4.1764 -5.8113 -1.8187
O 2.7997 -3.9740 -2.2609
H 1.1730 -2.3995 -3.5189
H 0.0679 -2.2876 -2.2834
H 0.3214 -3.8817 -3.1115
H 2.0615 -2.3547 -1.0785
H 0.4041 -4.7138 -0.5795
H 1.5314 -3.7889 0.5719
C 5.2622 -1.0677 4.8862
C 4.0834 -0.1021 5.1218
C 3.3006 0.1286 3.8348
O 2.0817 -0.5120 4.1365
C 1.9458 -0.8384 5.4172
O 0.8916 -1.1602 6.0089
O 3.0846 -0.8113 6.0314
H 6.2359 -0.6045 4.7262
H 5.0778 -2.0539 4.4603
H 5.5011 -1.5236 5.8471
H 4.3404 0.8908 5.4908
H 3.7670 -0.3739 2.9874
H 3.0869 1.1600 3.5546
C 5.7402 -0.7466 -2.5958
C 6.4884 -1.9391 -3.0724
C 5.6724 -2.8342 -3.9255
O 6.4562 -2.9934 -5.0870
C 7.5842 -2.3135 -5.0124
O 8.4568 -2.4362 -5.7589
O 7.5626 -1.5720 -3.9251
H 4.7844 -1.0508 -2.1693
H 5.5182 -0.1083 -3.4510
H 6.1539 -0.0838 -1.8358
H 6.7879 -2.6057 -2.2637
H 4.7823 -2.2425 -4.1396
H 5.7986 -3.7654 -3.3734
*
```

Results
HOMO-LUMO gap	9.9114	eV
energy relative to the best compared isomer or geometry (same formula, charge and spin)	1196.1	kJ/mol